(1)
Below is C22H22N4O2 in the gas phase, with properties calculated with ωB97M-V/def2-TZVPD.

Atoms and positions in Å:
C -5.11 -3.47 -0.93
H -5.59 -3.55 0.05
O -3.72 -3.25 -0.81
C -3.29 -2.13 -0.17
C -4.12 -1.15 0.38
C -3.57 -0.05 1.01
C -2.19 0.10 1.11
C -1.37 -0.88 0.57
C -1.91 -1.98 -0.06
H -1.28 -2.75 -0.48
H -0.30 -0.79 0.65
C -1.59 1.31 1.79
N -0.65 1.98 0.92
C 0.71 1.87 0.96
C 1.23 2.58 -0.11
C 2.58 2.74 -0.44
N 3.68 2.86 -0.74
C 0.13 3.13 -0.83
C -1.01 2.74 -0.17
C -2.43 3.04 -0.49
H -2.99 2.13 -0.65
H -2.90 3.59 0.33
H -2.48 3.65 -1.38
C 0.24 3.97 -2.06
H -0.30 3.51 -2.89
H 1.28 4.08 -2.34
H -0.19 4.96 -1.89
N 1.35 1.16 1.97
C 2.21 0.07 1.86
O 2.55 -0.51 2.87
N 2.55 -0.24 0.58
C 3.44 -1.23 0.14
C 3.97 -2.20 0.98
C 4.83 -3.15 0.47
C 5.16 -3.16 -0.88
C 4.63 -2.19 -1.71
C 3.77 -1.23 -1.21
H 3.36 -0.47 -1.86
H 4.88 -2.18 -2.76
H 5.83 -3.91 -1.27
H 5.24 -3.90 1.13
H 3.72 -2.19 2.03
H 2.24 0.39 -0.14
H 1.07 1.34 2.92
H -1.05 0.99 2.69
H -2.37 2.01 2.08
H -4.22 0.70 1.42
H -5.19 -1.23 0.32
H -5.59 -2.67 -1.51
H -5.21 -4.41 -1.46

SMILES: COc1ccc(Cn2c(C)c(C)c(C#N)c2NC(=O)Nc2ccccc2)cc1
LUMO (eV): 0.4685
Molar mass (g mol⁻¹): 374.44
ΔE to the lowest compared entry with this formula, charge and spin (kJ/mol): 62.2
Orbital gap (eV): 8.7
E_HOMO (eV): -8.2

(2)
Below is C3H6N4O in the gas phase, with properties calculated with ωB97M-V/def2-TZVPD.

Atoms and positions in Å:
C 0.03 2.13 -0.17
C 0.04 -2.01 1.08
C -0.10 -0.89 -0.81
H -0.87 1.95 -0.87
H -0.37 2.47 0.81
H 0.66 2.85 -0.67
H -0.13 -0.25 2.28
H 0.16 -2.87 1.72
H -0.19 -0.99 -2.82
N -0.10 -0.02 0.24
N 0.23 -0.69 1.44
N -0.07 -2.23 -0.22
N -0.09 -0.43 -1.97
O 0.81 0.98 -0.03

SMILES: [H]/N=c1\nc[nH]n1OC
LUMO (eV): 0.7753
Molar mass (g mol⁻¹): 114.11
ΔE to the lowest compared entry with this formula, charge and spin (kJ/mol): 409.3
Orbital gap (eV): 9.7
E_HOMO (eV): -8.9

(3)
Below is a molecular structure, C29H39N7O4SScSi, with properties calculated with ωB97M-V/def2-TZVPD.

Atoms and positions in Å:
Sc 0.12 0.07 -0.11
N 0.18 -0.08 2.22
C -0.82 -1.08 2.64
C -0.45 -2.39 1.99
N -0.44 -2.26 0.51
C 0.52 -3.23 -0.06
C 1.92 -2.65 -0.09
N 1.88 -1.39 -0.85
C -1.81 -2.51 -0.01
C -1.94 -2.13 -1.47
N -1.38 -0.79 -1.69
H -0.12 0.84 2.55
H 1.07 -0.27 2.67
H -0.85 -1.19 3.73
H -1.80 -0.72 2.33
H 0.55 -2.68 2.32
H -1.14 -3.19 2.30
H 0.50 -4.17 0.49
H 0.23 -3.45 -1.09
H 2.26 -2.41 0.93
H 2.62 -3.38 -0.50
H 2.75 -0.88 -0.77
H 1.75 -1.57 -1.84
H -2.09 -3.56 0.15
H -2.49 -1.89 0.57
H -1.41 -2.84 -2.11
H -2.99 -2.18 -1.75
H -0.97 -0.69 -2.61
H -2.13 -0.10 -1.66
C 2.99 1.51 2.63
C 2.92 1.86 1.19
N 2.04 1.42 0.29
C 2.35 2.09 -0.88
C 3.42 2.91 -0.68
N 3.77 2.72 0.62
C 4.20 3.88 -1.50
O 3.81 4.07 -2.75
O 5.14 4.43 -1.00
C 1.50 1.89 -2.08
O 1.73 2.50 -3.12
O 0.55 1.03 -1.90
H 3.14 0.44 2.78
H 2.08 1.84 3.14
H 3.83 2.02 3.10
H 4.50 3.27 1.06
H 3.03 3.49 -2.98
C -5.77 -0.02 -1.89
C -5.47 -0.53 -0.63
C -4.42 0.01 0.10
C -3.66 1.08 -0.38
C -3.99 1.58 -1.65
C -5.03 1.04 -2.39
Si -2.10 1.71 0.50
C -2.49 2.07 2.32
C -1.48 2.67 3.09
C -1.66 2.94 4.44
C -2.86 2.60 5.07
C -3.87 2.01 4.32
C -3.69 1.75 2.97
H -6.59 -0.43 -2.46
H -6.06 -1.34 -0.22
H -4.21 -0.40 1.08
H -3.43 2.41 -2.05
H -5.26 1.45 -3.37
H -1.92 3.06 -0.11
H -0.55 2.98 2.62
H -0.87 3.43 5.01
H -3.00 2.81 6.12
H -4.81 1.76 4.80
H -4.51 1.32 2.41
S 1.35 4.70 1.90
C 0.19 5.14 0.76
N -1.07 5.46 1.18
C -2.09 5.82 0.36
C -1.89 5.91 -0.98
C -0.61 5.60 -1.48
C 0.40 5.22 -0.64
H -1.23 5.40 2.17
H -3.03 6.04 0.84
H -2.70 6.20 -1.63
H -0.42 5.65 -2.54
H 1.38 4.99 -1.01

LUMO (eV): -2.4582
Total charge: +1
Molar mass (g mol⁻¹): 654.78
ΔE to the lowest compared entry with this formula, charge and spin (kJ/mol): 35.1
Orbital gap (eV): 7.5
E_HOMO (eV): -10.0

What is the orbital gap in the third record?
7.5 eV

The highest ΔE to the lowest compared entry with this formula, charge and spin belongs to which entry?
C3H6N4O

Look up the orbital gap of the third one.
7.5 eV